Record 1
C4H4OS | ωB97M-V with the def2-TZVPD basis set

Last column: Mulliken charge in e.
Atoms and positions in Å:
S (2.5669, -0.0092, -0.0358)  -0.27
C (0.8540, 0.0110, 0.0289)  0.29
C (0.0145, 1.1016, 0.0416)  -0.30
C (-1.2760, 0.5438, -0.0303)  -0.35
C (-1.1525, -0.8161, -0.0275)  -0.43
O (0.1417, -1.1339, 0.0131)  -0.30
H (2.6262, -1.3478, 0.1246)  0.14
H (0.2931, 2.1458, 0.0326)  0.43
H (-2.1911, 1.1131, -0.1137)  0.36
H (-1.8768, -1.6082, -0.0335)  0.43

Computed properties:
E_LUMO ... 0.826 eV
Relative energy (zero: lowest compared OMol25 entry of this formula, charge and spin) ... 0.671 eV
Frontier orbital gap ... 8.791 eV
Largest force on an atom ... 0.035 Eh/bohr
Total charge ... 0
SMILES ... Sc1ccco1
Calculated total energy ... -628.210359 Eh



Record 2
C4H4OS | ωB97M-V with the def2-TZVPD basis set

Last column: Mulliken charge in e.
Atoms and positions in Å:
O (-0.2360, 3.5656, -0.9656)  -0.46
C (-0.5395, 2.3127, -1.2184)  -0.13
C (-0.4053, 1.0537, -0.3883)  0.03
C (-0.0734, -0.0539, 0.0093)  0.32
C (-0.1993, -1.1698, 0.9492)  -0.42
S (0.7710, -2.6420, 0.1896)  -0.26
H (-0.9400, 1.9695, -2.3519)  0.21
H (0.6065, -1.0055, 1.6969)  0.22
H (-1.2428, -1.4946, 1.3216)  0.33
H (2.2589, -2.5357, 0.7577)  0.15

Computed properties:
E_LUMO ... -0.790 eV
Relative energy (zero: lowest compared OMol25 entry of this formula, charge and spin) ... 4.549 eV
Frontier orbital gap ... 8.841 eV
Largest force on an atom ... 0.146 Eh/bohr
Total charge ... 0
SMILES ... O=CC#CCS
Calculated total energy ... -628.067846 Eh



Record 3
C4H4OS | ωB97M-V with the def2-TZVPD basis set

Last column: Mulliken charge in e.
Atoms and positions in Å:
C (-3.2879, -0.3204, 0.1767)  -0.75
C (-1.8076, -0.0869, -0.1395)  0.33
C (-0.6047, 0.2101, -0.3460)  -0.26
C (0.7310, 0.5946, -0.0244)  0.46
H (-3.6824, -0.0895, -1.0250)  0.24
H (-3.2222, -1.5764, 0.3708)  0.25
H (-3.7757, 0.4841, 1.2973)  0.30
H (3.1488, -0.4443, 0.8187)  0.18
O (1.0875, 1.7662, 0.0704)  -0.48
S (1.7905, -0.9305, -0.0016)  -0.26

Computed properties:
E_LUMO ... -0.258 eV
Relative energy (zero: lowest compared OMol25 entry of this formula, charge and spin) ... 5.428 eV
Frontier orbital gap ... 9.513 eV
Largest force on an atom ... 0.102 Eh/bohr
Total charge ... 0
Calculated total energy ... -628.035519 Eh



Record 4
C4H4OS2 | ωB97M-V with the def2-TZVPD basis set

Last column: Mulliken charge in e.
Atoms and positions in Å:
S (2.2971, -0.3007, -0.1293)  -0.23
C (0.7237, -0.0583, 0.1715)  0.05
S (-0.1366, 1.5518, 0.0814)  -0.05
C (-1.8921, 0.7572, -0.1129)  -0.62
C (-1.3757, -0.6495, -0.5192)  -0.04
O (-1.2576, -1.9299, 0.0179)  -0.39
C (-0.4402, -0.9444, 0.5653)  0.01
H (-2.4264, 0.7749, 0.8231)  0.33
H (-2.4321, 1.3356, -0.8912)  0.35
H (-0.9287, -0.6534, -1.5039)  0.33
H (-0.8152, -0.6651, 1.5671)  0.27

Computed properties:
E_LUMO ... -0.419 eV
Relative energy (zero: lowest compared OMol25 entry of this formula, charge and spin) ... 3.737 eV
Frontier orbital gap ... 8.471 eV
Largest force on an atom ... 0.037 Eh/bohr
Total charge ... 0
SMILES ... S=C1SC[C@@H]2O[C@@H]12
Calculated total energy ... -1026.277237 Eh



Record 5
C4H4S | ωB97M-V with the def2-TZVPD basis set

Last column: Mulliken charge in e.
Atoms and positions in Å:
C (-2.9586, 0.1598, -0.2476)  -0.24
C (-1.6641, -0.1111, -0.1416)  -0.26
C (-0.4024, -0.3692, 0.3609)  -0.41
C (0.5531, 0.5942, 0.2684)  -0.14
S (1.9644, -0.0758, -0.1935)  -0.24
H (-4.1343, 0.0336, -0.3062)  0.32
H (-0.1030, -1.3065, -0.0649)  0.30
H (-0.8031, -0.7049, 1.5369)  0.23
H (0.4417, 1.5489, 0.4905)  0.45

Computed properties:
E_LUMO ... -0.755 eV
Relative energy (zero: lowest compared OMol25 entry of this formula, charge and spin) ... 5.045 eV
Frontier orbital gap ... 8.096 eV
Largest force on an atom ... 0.258 Eh/bohr
Total charge ... 0
SMILES ... C#CCC=S
Calculated total energy ... -552.806605 Eh



Record 6
C4H4S2 | ωB97M-V with the def2-TZVPD basis set

Last column: Mulliken charge in e.
Atoms and positions in Å:
C (0.5794, 1.2977, -0.0994)  -0.53
C (0.0815, 0.1390, -0.0204)  0.70
C (0.8808, -1.0915, 0.3378)  -0.26
S (2.4744, -1.3532, -0.1634)  -0.18
C (-1.3872, -0.0774, 0.1755)  -0.54
S (-2.5563, -1.3174, -0.1579)  -0.14
H (-0.0387, 2.0751, -0.5664)  0.29
H (1.6957, 1.2926, 0.0421)  0.22
H (-0.0144, -1.9039, 0.4373)  0.21
H (-1.7152, 0.9390, 0.0148)  0.25

Computed properties:
E_LUMO ... -1.763 eV
Relative energy (zero: lowest compared OMol25 entry of this formula, charge and spin) ... 3.574 eV
Frontier orbital gap ... 7.123 eV
Largest force on an atom ... 0.153 Eh/bohr
Total charge ... 0
SMILES ... C=C(C=S)C=S
Calculated total energy ... -951.041164 Eh